(1)
# C6Cl5O6ReSbSe4

C6Cl5O6ReSbSe4 as an isolated structure (wB97M-V/def2-TZVPD, OMol25).

```
! wB97M-V def2-TZVPD RIJCOSX def2/J DEFGRID3
* xyz -2 2
Re 1.026 -0.078 0.356
Sb 2.742 -3.128 1.410
Se 4.077 -4.183 -0.278
Se 3.047 -0.534 1.479
Se 0.426 -2.359 0.516
Se 2.685 -4.071 3.612
Cl 0.460 4.757 1.568
Cl -2.257 0.101 -0.351
Cl 0.569 1.964 -4.015
Cl -0.236 6.423 -1.021
Cl -0.189 5.029 -3.824
O 1.178 0.756 -1.363
O -2.831 1.288 -0.902
O -1.845 -0.809 -1.370
O 1.140 1.915 0.937
O -1.034 0.550 0.410
O -3.139 -0.514 0.588
C 0.190 4.129 -2.394
C 0.815 2.059 -1.351
C 0.794 2.667 -0.077
C 0.471 4.021 0.007
C 0.519 2.774 -2.493
C 0.168 4.743 -1.147
*
```

Computed properties:
E, eV: -351170.143
F_max, Eh/bohr: 0.004
Energy relative to the best compared isomer or geometry (same formula, charge and spin), kcal per mole: 9.1


(2)
# C6H10

An isolated ion of composition C6H10 and charge -1 (wB97M-V/def2-TZVPD, OMol25).

```
! wB97M-V def2-TZVPD RIJCOSX def2/J DEFGRID3
* xyz -1 2
C 2.311 0.275 -0.646
C 0.176 -0.270 1.788
C -0.070 -0.221 0.301
C -2.178 0.580 -0.770
C 0.845 -0.100 -0.674
C -1.476 -0.395 -0.177
H -3.122 0.443 -1.288
H 2.856 -0.123 0.206
H -1.636 1.495 -1.009
H 0.231 -1.316 2.126
H -2.023 -1.317 0.010
H 0.457 0.095 -1.670
H 1.087 0.300 1.979
H 2.785 -0.118 -1.547
H -0.618 0.257 2.316
H 2.335 1.374 -0.695
*
```

Computed properties:
E, eV: -6381.220
F_max, Eh/bohr: 0.026
Energy relative to the best compared isomer or geometry (same formula, charge and spin), kcal per mole: 20.8


(3)
# C6H10

One molecule with the formula C6H10 (wB97M-V/def2-TZVPD, OMol25).

```
! wB97M-V def2-TZVPD RIJCOSX def2/J DEFGRID3
* xyz 0 1
C -1.712 0.144 0.874
C 0.717 0.036 -0.668
C -0.484 0.486 -1.382
C -1.809 0.166 -0.652
C 2.845 -0.608 0.811
C 1.683 -0.265 -0.011
H -2.183 -0.802 -1.003
H -1.159 1.007 1.260
H -2.546 0.913 -0.970
H -2.707 0.149 1.332
H -0.508 0.040 -2.383
H -1.188 -0.751 1.221
H 3.775 -0.509 0.245
H 2.774 -1.635 1.180
H 2.902 0.059 1.677
H -0.399 1.570 -1.532
*
```

Computed properties:
E, eV: -6382.546
F_max, Eh/bohr: 0.011
Energy relative to the best compared isomer or geometry (same formula, charge and spin), kcal per mole: 30.3
SMILES string: CC#CCCC


(4)
# C6H10

One molecule with the formula C6H10 (wB97M-V/def2-TZVPD, OMol25).

```
! wB97M-V def2-TZVPD RIJCOSX def2/J DEFGRID3
* xyz 0 1
C -0.462 -1.100 0.810
C 0.159 -1.276 -0.589
C 0.671 0.111 -0.980
C 1.230 1.188 -0.075
C -1.045 0.333 0.754
C -0.248 1.113 -0.313
H 1.581 1.002 0.936
H 0.249 -1.213 1.649
H -1.062 0.789 1.754
H 0.976 -2.051 -0.545
H 0.987 0.181 -2.019
H -0.764 -1.379 -1.360
H 1.802 1.969 -0.587
H -2.083 0.298 0.415
H -1.230 -1.864 0.982
H -0.788 1.903 -0.851
*
```

Computed properties:
E, eV: -6382.945
F_max, Eh/bohr: 0.057
Energy relative to the best compared isomer or geometry (same formula, charge and spin), kcal per mole: 21.1
SMILES string: C1C[C@@H]2C[C@@H]2C1


(5)
# C6H10

One molecule with the formula C6H10 (wB97M-V/def2-TZVPD, OMol25).

```
! wB97M-V def2-TZVPD RIJCOSX def2/J DEFGRID3
* xyz 0 1
C -2.052 -1.448 0.571
C -1.490 -0.289 0.246
C -0.456 -0.096 -0.836
C 1.722 -0.261 0.494
C 0.775 0.601 -0.296
C 0.965 1.907 -0.475
H -1.770 0.618 0.785
H -2.800 -1.519 1.356
H 0.265 2.508 -1.052
H 1.185 -0.801 1.285
H 1.821 2.425 -0.050
H 2.521 0.327 0.954
H -0.188 -1.072 -1.262
H -0.889 0.507 -1.645
H -1.793 -2.371 0.054
H 2.182 -1.019 -0.153
*
```

Computed properties:
E, eV: -6383.007
F_max, Eh/bohr: 0.004
Energy relative to the best compared isomer or geometry (same formula, charge and spin), kcal per mole: 19.7
SMILES string: C=CCC(=C)C


(6)
# C6H10

One molecule with the formula C6H10 (wB97M-V/def2-TZVPD, OMol25).

```
! wB97M-V def2-TZVPD RIJCOSX def2/J DEFGRID3
* xyz 0 1
C -0.528 -0.330 2.580
C 0.861 -0.074 1.979
C 0.505 -0.123 -2.133
C -0.852 0.526 -2.429
C 0.843 -0.162 0.515
C 0.739 -0.187 -0.686
H 1.310 0.450 -2.609
H -1.289 0.248 2.048
H -0.893 1.532 -2.001
H 1.590 -0.781 2.393
H -0.554 -0.045 3.635
H 0.544 -1.130 -2.566
H -1.031 0.599 -3.507
H -0.800 -1.385 2.498
H -1.660 -0.062 -1.983
H 1.213 0.924 2.265
*
```

Computed properties:
E, eV: -6382.601
F_max, Eh/bohr: 0.010
Energy relative to the best compared isomer or geometry (same formula, charge and spin), kcal per mole: 29.0
SMILES string: CCC#CCC